Record 1
111
Properties=species:S:1:pos:R:3:forces:R:3 method="wB97M-V/def2-TZVPD" smiles="O=S1(=O)CCCC1.O=S1(=O)CCCC1.O=S1(=O)CCCC1.O=S1(=O)CCCC1.O=S1(=O)CCCC1.c1ccccc1.c1ccccc1.c1ccccc1" molar_mass_g_mol=835.21 energy_ev=-114994.4200 gap_ev=9.6 lumo_energy_ev=0.41 e_homo_ev=-9.2
H 4.73969 4.55616 1.42057 0.2 -0.2 -0.3
H 1.04274 -3.99906 2.72502 -0.5 -0.4 -0.7
C 4.82826 3.47731 1.30155 -0.7 -1.7 0.6
C -3.31108 5.89217 -0.25932 0.5 -0.5 -0.2
H 3.23216 0.58480 2.32160 -0.2 0.4 -0.2
C -4.19350 3.96407 -1.48330 1.4 -0.9 -1.0
C -4.46350 5.82470 0.50268 -0.1 1.5 0.1
O 4.42220 -1.16400 -2.15271 -0.1 0.1 0.6
C 0.47456 -3.42159 1.97402 -0.1 0.5 0.0
H -2.95114 -2.66109 1.87164 0.2 0.0 -0.2
S 1.18238 3.55949 -3.34892 1.4 0.3 -0.5
H 4.55084 2.76644 -4.33356 0.2 0.5 -0.2
O 6.15316 -1.72838 -0.43646 -1.2 -0.9 -0.7
H 2.12434 3.30531 -1.32054 0.3 0.3 -0.1
C 5.99315 1.43447 0.69583 1.0 1.2 -0.6
C -5.15060 -3.06675 0.30618 1.7 1.2 -1.8
O -0.01588 -0.07262 1.49728 -0.1 -0.7 0.7
H -6.23719 4.82893 1.08038 0.7 0.3 -1.5
C 2.32229 4.09710 -2.06039 0.8 0.0 0.2
H 3.00857 -3.13407 -1.13440 -0.4 -0.1 -0.2
H -2.34864 1.69948 4.73620 0.0 -0.3 -0.3
H 3.72260 -5.33733 -0.83248 0.5 0.5 0.3
H -1.93648 2.33551 1.28012 -0.9 0.4 0.2
O 0.05940 -5.75100 0.75956 -0.2 -0.4 0.0
H -2.13634 0.03808 2.79574 -0.7 0.2 0.8
S -3.84425 1.04764 1.56768 -1.1 -1.7 1.2
H -4.73089 -2.13426 -0.06883 -0.2 0.0 0.2
H -6.52915 -6.38717 1.60982 0.1 1.0 -0.2
C 3.81011 2.64908 1.84292 0.5 -0.1 -0.3
H -3.79191 3.67626 3.27214 0.4 -0.3 0.1
C 3.94256 1.23844 1.81576 -0.6 1.0 0.9
C 5.91536 2.81396 0.71783 -0.1 1.4 -0.4
H -6.47999 -4.26897 3.06717 -0.4 -0.4 1.0
H 6.81240 0.95929 0.22817 0.9 -0.3 -0.5
C -5.70599 -5.31791 -0.03492 0.6 0.4 -0.8
H -0.54970 -1.83770 -1.14621 0.1 0.3 -0.4
H -4.82005 -3.97270 -1.53153 0.4 -0.5 -0.8
C -2.94650 2.98313 3.10943 -1.5 -0.1 -0.2
C 2.41252 2.56564 -4.31322 -0.7 0.6 -0.3
C -1.96594 -2.64591 1.39808 1.6 -1.0 1.7
H 3.74236 -2.71214 0.39808 -0.3 -0.1 0.4
H 2.93534 3.11925 2.29499 0.2 -0.3 -0.1
C -0.92450 0.26065 -1.05513 0.6 -1.2 0.5
H 2.45065 2.89604 -5.35894 -0.3 0.6 0.4
H -3.41647 3.33620 1.05062 -0.5 0.6 -1.0
H 6.64902 -3.11944 -2.74179 -0.6 -0.3 0.2
C -5.28318 3.87786 -0.66759 -0.3 0.8 0.5
C -3.13353 0.44450 3.10690 0.4 0.8 -0.1
H 1.68420 -1.81027 -2.00924 -0.2 -0.3 -0.1
C -2.96855 2.59541 1.65139 2.0 -1.1 -0.5
C 1.19792 -0.86171 -1.83161 -0.1 0.4 -0.5
H 1.57130 -0.19689 -2.58344 -0.2 0.3 -0.9
C -3.12755 1.71439 3.96149 1.0 0.6 1.0
H -1.88296 0.02662 -0.56409 0.5 0.3 -0.3
H 5.00077 -3.69346 -3.24511 0.4 0.6 1.3
H 4.74068 -4.86083 0.54398 -0.1 -0.2 0.6
H 2.53221 0.42158 -0.67987 -0.1 -0.1 0.3
C 3.90768 -3.21246 -0.54859 -0.7 1.2 1.2
C -3.16681 4.92411 -1.23572 -1.2 -0.9 -0.6
C 1.70163 -0.26769 -0.53888 -0.5 0.3 0.2
H -2.53877 6.63175 -0.03179 -0.2 -0.4 -0.2
O 0.77586 4.63135 -4.23757 -0.5 -0.4 0.7
H 4.28819 4.86574 -2.92770 -0.5 0.3 -0.5
C -5.45176 4.92745 0.26002 -1.6 -2.5 1.9
H -5.64219 -2.25715 2.19916 0.1 0.4 0.0
H -1.80598 -1.68172 0.95531 0.1 0.4 -0.2
H -0.76713 -2.03938 3.17678 0.2 -0.5 -0.4
H -0.84572 -1.17082 -2.74446 0.5 0.3 0.3
C -0.86389 -2.94100 2.53916 -1.0 1.4 -0.1
O -3.57069 0.10651 0.50533 0.8 0.6 -0.4
C -5.09919 -4.16187 -0.52497 -1.6 0.0 1.0
H -4.03256 1.86826 4.53404 -0.5 -0.6 -0.1
C 5.06312 0.65407 1.27734 -1.0 0.1 0.5
H -5.87567 2.96878 -0.70300 -0.5 0.5 0.0
H -4.64450 6.53440 1.29272 0.2 0.2 0.2
H 1.18003 -2.63626 1.65477 -0.7 0.0 -0.1
C 5.65729 -3.44134 -2.35732 0.9 -1.0 -1.0
H -2.46226 -4.64259 0.62259 0.9 0.6 -0.2
H -3.80892 -0.22473 3.63165 0.1 -0.7 -0.7
O 0.28666 2.68820 -2.61814 -0.6 0.2 -1.0
C -5.60900 -3.13134 1.57012 -0.5 1.0 1.5
C 5.75699 -4.57349 -1.30719 -0.6 -0.2 -1.7
H -1.28918 -3.70948 3.17422 0.0 -0.3 0.1
O 0.70718 -3.83172 -0.66710 -0.1 0.0 0.2
C -0.32969 -0.96098 -1.78804 -0.8 -0.7 0.6
H -2.01795 -3.39812 -0.59888 0.3 -0.4 -0.3
H 1.91017 -1.04650 0.14191 0.7 -0.8 0.9
H 1.97251 1.56830 -4.41163 0.5 -0.1 0.7
O 0.51437 1.97762 0.26681 0.5 1.2 0.5
H 6.60489 -4.32517 -0.72762 0.9 -0.1 0.9
C 4.45964 -4.59463 -0.45385 0.5 -0.9 -1.1
C 3.76379 3.97213 -2.61852 0.1 -1.7 1.4
H -4.09128 3.14467 -2.27747 0.3 1.4 1.2
S 5.07680 -2.16758 -1.33384 0.7 1.8 -1.0
H 5.94551 -5.47905 -1.86343 0.0 -0.5 0.2
C -1.79162 -3.77024 0.39705 -0.4 -0.8 0.1
H -0.95256 1.16216 -1.65282 0.0 0.1 0.0
H 4.36862 3.57331 -1.76836 -0.3 0.6 -0.4
C -6.15179 -5.39988 1.26044 -0.5 -1.4 0.7
H -2.05407 3.49215 3.36362 0.9 0.5 0.1
H -5.86806 -6.13025 -0.69463 0.1 -0.9 -0.4
C 3.75508 2.77140 -3.60021 -0.3 -0.1 -0.8
S 0.31744 0.56174 0.25256 -0.8 0.7 -2.0
S -0.01952 -4.34559 0.48001 -0.2 0.5 0.2
H 5.24118 -0.38293 1.31262 -0.1 -1.1 0.0
C -6.10763 -4.28792 2.08025 0.0 -0.8 -0.3
H -2.29956 4.78469 -1.82789 0.9 0.4 -0.4
H 3.94718 1.87397 -3.07670 0.2 -0.9 1.1
O -5.25112 1.21727 1.80299 -0.6 1.0 0.2
H 2.11721 5.05424 -1.55268 -0.3 -0.3 -0.7
H 6.68180 3.42290 0.22629 -0.1 -0.3 0.3

---

Record 2
130
Properties=species:S:1:pos:R:3:forces:R:3 method="wB97M-V/def2-TZVPD" smiles="CCOC(=O)C(F)(F)F.CCOC(=O)C(F)(F)F.CCOC(=O)C(F)(F)F.C[C@H]1COC(=O)O1.C[C@H]1COC(=O)O1.C[C@H]1COC(=O)O1.C[C@H]1COC(=O)O1.C[C@H]1COC(=O)O1.COCCOCCOC" relative_energy_kj_mol=525.02 molar_mass_g_mol=1070.85 energy_ev=-113953.2202 gap_ev=9.7 lumo_energy_ev=0.17 e_homo_ev=-9.5
O 9.90401 1.62019 -1.14878 2.0 -0.4 2.3
O -3.18938 -7.19136 -2.85796 -2.6 -3.6 1.9
H 7.03786 1.74244 -2.03136 -0.2 0.4 -1.0
F 3.18180 -9.13138 3.05989 -0.9 0.2 -0.7
C 6.66317 -6.27415 1.86177 0.9 1.7 0.7
F -4.65524 -9.55976 -0.64480 1.0 -1.1 0.0
H 9.39591 4.57639 -0.62267 0.3 -0.3 0.1
H -9.04819 4.32961 1.52623 0.8 0.9 -0.6
H -5.24298 -9.72002 -5.08264 -0.6 0.3 0.8
H -1.43728 13.15395 2.80484 -0.6 0.0 0.1
H -2.21417 -0.28186 -0.43945 0.8 -0.1 -0.5
H -2.84319 -0.94996 0.92503 0.6 -0.1 0.9
O -0.74905 7.81665 -4.52093 -2.7 -1.0 2.6
O -1.45184 6.77469 -2.57211 2.5 0.2 -2.0
C 5.27464 -6.31848 -7.06648 0.8 -0.7 0.8
O -10.03166 2.96075 -0.99506 0.6 0.3 -2.5
O 1.50605 -1.30723 -0.37477 -1.1 0.2 0.2
C -4.01523 -8.42287 -0.90505 0.7 -0.9 -1.1
H -1.08943 11.87908 4.01729 -0.3 0.3 0.5
C -9.60196 4.13279 -1.51050 3.2 0.0 -1.9
H -2.90607 5.29639 -2.62164 0.9 -0.7 0.3
C 2.07817 10.22317 1.65856 0.6 -1.8 0.7
H -4.42773 6.62763 -3.38931 -0.4 0.0 0.8
H -4.11828 -5.39546 10.28780 0.0 -0.2 -0.2
C 7.01841 -5.33598 3.12015 -1.2 0.0 -2.3
C 4.08142 -8.94198 2.09332 1.8 0.7 1.7
F -2.80940 -8.28379 -0.34503 0.3 -1.2 0.0
H 3.16627 10.25894 1.60520 0.3 0.1 -0.4
O 6.48683 -7.37926 -9.24903 0.2 0.4 -0.4
H -3.95086 7.97007 -2.18290 -0.9 -0.3 0.3
H 7.46628 -4.43726 2.69607 0.8 -0.2 0.0
C -0.63690 -1.55820 0.65594 -1.3 0.9 -0.3
C 5.04186 -6.16688 -5.57987 0.0 -0.6 1.1
C -9.88681 2.04708 1.19093 1.1 -1.3 1.4
F -4.73697 -7.53869 -0.35149 -2.2 3.2 1.0
H 7.62637 -5.81258 3.88914 -0.1 0.0 -0.3
H -2.36848 -9.01802 -4.80405 0.3 -0.3 -0.3
H -2.69170 -1.96155 -0.35532 0.9 -0.6 -0.3
H 8.28658 2.73681 -0.41018 -0.1 -1.0 0.4
C -9.77929 4.48047 0.73198 -1.3 0.8 -0.7
C -1.63110 7.48030 -3.71977 3.2 0.8 -1.8
O 1.64583 8.89413 1.29649 -0.9 0.3 0.4
H -2.05096 7.18495 -0.38576 0.4 -0.5 0.4
H -11.39119 3.32511 0.41330 -0.5 -0.9 -0.2
C -3.64958 7.14442 -2.82760 -1.3 1.1 1.0
O -4.62640 -1.80458 6.48378 -0.2 -2.2 0.9
H -3.46269 6.13332 -0.16926 -0.5 0.6 -0.1
H -4.29361 10.22199 3.79674 -0.3 0.7 -0.8
O -3.54409 -3.14015 7.95083 0.0 1.9 -0.8
H 4.77499 -5.17717 -5.20925 0.4 0.2 -0.5
O -2.94228 11.69711 3.05255 -0.4 -0.2 -0.3
H 2.96551 8.13957 2.76866 -0.5 0.2 0.6
F 5.03803 -9.81933 2.34492 0.6 -1.2 -0.5
O -2.91167 7.77146 -3.79795 0.7 1.4 -2.9
H 8.29020 2.15829 -3.36422 -0.3 -0.7 -0.3
H -1.33496 11.14366 1.09050 -0.5 -0.4 0.1
H 1.87123 10.35034 2.72116 -0.2 0.3 0.2
C -3.23829 10.49204 3.75835 0.0 0.5 1.2
F 5.04054 -10.16009 -8.94061 -2.5 -0.1 -1.0
H 0.55686 -3.07677 -0.24016 0.0 -0.1 -0.1
C 2.39018 7.82225 1.89895 1.3 1.6 -0.7
C -0.77105 11.25668 2.01642 0.2 0.4 0.1
C 0.28662 -2.03805 -0.43024 -0.2 -1.8 -0.6
H 8.76015 4.44425 -2.21309 0.2 0.2 -0.3
C -2.11226 -1.19098 0.15318 0.3 1.1 0.7
C 9.54433 0.36289 -1.42522 5.2 -3.3 -0.5
C -2.65595 6.25371 -2.16438 -0.9 -1.3 1.1
H -3.09063 -4.02174 10.43975 0.1 0.1 -0.1
H 4.49975 -5.87047 -7.68853 0.1 -0.5 -0.2
H -4.69861 -8.02965 -5.08210 0.3 0.1 0.4
F 6.41965 -10.28601 -7.40964 0.9 0.8 0.0
H -0.40264 10.30597 2.40180 -0.8 -0.5 0.2
H -2.62209 -4.92194 8.16742 0.4 0.2 0.8
H 1.81330 6.92896 2.13844 -0.1 0.3 -0.4
C 1.41800 11.32827 0.90072 -1.8 0.8 0.9
C -3.57964 -4.45771 8.40338 0.3 -0.1 -0.1
C 4.71530 -7.54391 2.22382 -1.4 3.1 -2.1
H -3.04299 10.71639 4.80698 0.5 -0.4 0.3
H -2.76657 9.55426 3.46486 0.7 0.3 -0.4
O 5.46026 -7.78594 -7.28507 -0.7 0.9 0.0
O 4.01930 -6.56763 2.00882 -0.1 -1.0 0.7
C 8.89211 2.55497 -1.29809 -1.0 0.1 -0.7
O 2.49210 0.00509 1.12227 -3.0 -0.5 0.0
C 9.45225 3.96311 -1.52200 -0.6 -0.2 -1.0
H 6.11292 -4.87329 3.51273 -0.3 -0.7 0.4
H 6.26100 -5.91104 -7.28826 -0.3 0.4 -0.3
H 2.10350 12.16553 0.76961 0.1 -0.3 -0.5
C -3.94252 -4.40173 9.87584 0.6 -1.0 0.8
H 10.45875 3.97113 -1.94031 -0.1 -0.1 0.0
O -5.09292 -4.12783 6.64214 0.7 4.5 -1.1
C 6.07072 -8.11224 -8.40973 -0.2 0.4 0.4
O 10.33688 -0.61883 -1.24769 -4.0 3.9 -0.3
H -4.79472 -3.80875 10.20785 -0.2 0.2 -0.8
C -4.53308 -5.08025 7.42315 -1.9 -2.9 2.1
H -3.22974 -9.69993 -6.24649 0.5 0.0 -0.1
H -8.80510 1.94498 1.27803 0.4 -0.3 -1.2
H 4.28900 -6.80223 -5.11337 -0.5 -0.2 -0.7
H 0.90236 11.01947 -0.00860 0.6 -0.3 -0.4
C 8.06943 1.73714 -2.38341 -0.7 1.8 1.8
C -3.16613 -9.67076 -5.15874 -0.7 1.3 -0.1
O 0.17583 -0.44914 1.19310 -0.1 -0.1 0.6
O 6.01700 -7.45015 2.23950 0.4 -3.1 1.1
H 6.05153 -5.85757 1.06148 -0.1 0.9 0.5
O 8.46593 0.38926 -2.17265 -0.6 -0.5 -0.6
H -5.37226 -5.42387 8.02797 -0.1 -0.9 0.1
C -4.46215 -2.88329 7.00009 -0.1 0.1 -1.5
C -3.85261 -8.16956 -2.41800 1.6 2.0 -4.8
C -10.32244 3.13870 0.30783 -2.2 0.7 3.0
H -2.11426 5.27229 -0.32016 1.3 0.5 -0.1
C -2.49811 6.23159 -0.66729 -2.2 -0.8 0.4
O -9.46445 5.09790 -0.55204 0.3 -1.0 0.4
O -4.47476 -9.10931 -3.24015 -0.1 1.5 2.3
C -4.50072 -9.02635 -4.68773 1.8 -1.3 -0.1
C 1.45915 -0.51200 0.73170 1.9 0.2 -0.5
H -0.27152 -2.03142 -1.36647 0.7 0.5 -0.4
H -9.96300 2.24576 2.25995 -1.2 0.5 0.1
H 3.20914 7.70436 1.18937 0.0 -1.2 -0.2
H -0.80931 -2.33372 1.40222 0.5 0.3 0.4
H -4.15998 -5.93514 6.85918 0.3 0.3 -0.2
F 3.62450 -9.09868 0.86289 -0.6 -0.2 0.3
C 6.15204 -9.61825 -8.55950 1.2 -1.8 0.4
O 0.38473 11.96678 1.69909 1.3 1.3 0.1
H 7.57169 -6.58866 1.34818 0.2 -0.2 0.4
C -1.58495 12.10803 3.07383 1.0 -2.2 -1.2
H -10.62819 5.07774 1.06476 0.4 0.1 0.7
H -3.02926 -10.68962 -4.79638 -0.2 0.2 0.2
F 7.04648 -9.95038 -9.49756 0.5 0.3 0.4
H -10.35283 1.07813 1.01185 0.1 0.1 -0.2
H 5.92938 -6.52482 -5.05806 0.3 0.4 0.0
O -9.12743 4.22787 -2.62393 -1.6 0.2 1.7